# C36H77B2F3NO25P2S7

A cluster of 7 separate species, C36H77B2F3NO25P2S7 in total (ωB97M-V/def2-TZVPD, OMol25).

XYZ file:
```
153
Properties=species:S:1:pos:R:3:forces:R:3:mulliken_charge:R:1
C -10.717 2.765 -3.636 0.0490 -0.0574 -0.2222 -1.0034
H -4.170 1.894 2.420 0.9799 -0.7397 -1.1964 0.3413
C 11.462 3.643 3.840 -0.3119 0.1134 0.0914 -1.1002
H 8.879 -1.908 -1.175 0.0306 -0.0932 0.0343 0.4423
C 9.193 -0.110 2.091 0.2209 0.3130 0.0042 -0.9280
H 10.452 4.036 3.708 0.0925 -0.0270 0.0043 0.3178
H -3.097 1.844 4.689 0.9854 1.2737 -0.6005 -0.0790
H -4.929 1.491 -3.791 -0.1016 0.3289 -0.2239 0.2885
H -6.017 5.503 -5.521 -0.0561 -0.0449 0.0720 0.3254
H -7.137 1.197 -2.619 0.1158 -0.0475 -0.0770 0.2235
H -9.643 -1.658 3.283 0.0095 1.0428 -1.4727 0.1965
H -0.909 3.515 1.417 -1.1334 0.2742 1.5123 0.2704
H -2.930 -4.022 4.641 0.2745 0.9737 -1.5704 0.2400
H 8.141 -0.239 1.835 0.0553 0.1620 0.0248 0.4072
H 4.239 -6.491 -1.796 0.0194 0.1167 0.0480 0.3327
O -5.267 5.286 -2.851 -0.6384 -0.3285 0.0290 -0.6603
O -5.570 -0.511 5.733 -1.3096 -1.2806 -1.7726 -0.5975
O -13.283 2.303 -3.647 0.3897 -0.6005 -0.0058 -0.6364
F -0.765 -1.836 -1.546 -2.1636 1.6346 -1.7771 -0.2263
H -14.535 0.765 -5.317 0.0527 -0.0235 -0.0837 0.3039
H -11.858 -0.172 3.474 1.2794 0.1736 -1.7420 0.3015
O -5.408 -0.385 0.906 -2.0546 -0.6049 1.4085 -0.2515
N -1.553 2.482 3.222 -1.3228 0.0760 -0.7995 0.0669
S 14.732 3.897 -0.968 -0.2695 -0.2453 -0.4304 1.1419
H 12.748 3.542 -2.196 0.0812 0.0521 0.0613 0.3295
H -14.550 -0.051 -6.882 0.1238 0.0189 -0.0269 0.3904
O 5.517 -4.102 -2.605 0.0289 0.2447 0.6715 -0.6396
S 4.777 -4.233 -1.375 -0.9513 -0.3822 -0.0878 1.3694
H -7.289 -1.782 0.018 0.1476 0.2805 1.8681 0.2631
H 3.054 -2.049 -1.007 0.0736 -0.1943 0.0041 0.3117
H 9.396 -0.563 3.060 0.0138 0.0532 -0.1171 0.3667
C 4.691 -5.952 -0.964 -0.1365 -0.0342 -0.0001 -0.9977
C -5.335 2.268 -3.138 0.3296 -0.8885 0.8291 -0.7146
H 12.326 -6.562 0.786 0.0068 0.0865 -0.0946 0.3865
H -7.664 4.799 -5.380 0.0817 0.0156 0.0731 0.2864
H 12.382 -4.720 -0.842 -0.2971 0.2181 -0.0960 0.2777
H 10.949 -6.725 -0.330 0.1078 0.0646 0.0195 0.2544
H -5.747 0.846 -1.562 -0.0085 0.0464 0.0037 0.1292
C -11.165 -0.079 2.558 3.1517 0.4352 -3.6412 -0.5620
H -1.593 0.458 -0.165 -0.8024 -1.0011 -1.1532 0.0862
H -5.709 1.063 3.674 -0.8458 -0.7280 -0.3328 -0.0460
C -3.160 -1.079 0.267 2.0142 -0.2609 -0.1899 -0.4452
O -1.252 0.321 2.375 -2.9627 3.7712 0.1111 -0.5420
O 10.450 -4.127 -0.617 -0.6429 0.4980 0.1364 -0.2770
C -12.567 0.382 -6.139 -0.6273 -0.5960 -0.3682 -0.3252
H 17.332 0.661 -0.074 -0.0311 0.0299 -0.1235 0.3846
O 8.522 -4.790 0.809 0.5507 0.5609 0.1847 -0.5985
C -5.380 -1.703 2.955 0.2068 1.0490 -2.2427 0.2313
C 11.842 2.713 2.702 0.4233 0.9108 0.1465 -0.1820
C -7.512 -1.656 1.139 -1.9557 0.8272 0.1787 -0.2234
H -1.554 -4.093 3.432 -1.4837 0.8466 0.2918 0.3520
C -2.561 -3.564 3.654 0.9373 -0.6107 -0.5919 -0.7981
O -7.631 4.471 -2.572 0.6162 0.2522 -0.2046 -0.5576
P -6.005 -1.838 4.766 2.8499 -3.4471 2.2383 0.8315
C 13.410 4.393 -2.036 0.0393 -0.1380 -0.1484 -0.9744
H 9.822 -0.542 1.318 -0.0436 0.1628 0.1700 0.2936
O -4.153 -0.957 2.744 -0.6325 -0.9335 2.1963 -0.5863
H -0.726 4.431 2.996 -1.1369 -1.0130 -0.8954 0.3531
H -7.969 0.640 3.620 0.6334 -0.2082 -0.1174 0.1353
O 14.157 3.388 0.250 0.5291 0.3931 -0.3374 -0.4943
H 4.213 -1.946 -3.232 -0.0845 0.0143 0.0098 0.3408
H -3.627 -5.055 2.392 -0.0454 1.7132 -0.1277 0.3771
H -6.631 2.366 -1.406 0.0821 -0.1404 0.0249 0.1573
H -3.830 -1.793 -0.331 0.9329 0.8759 0.9812 0.2720
O 11.048 1.528 2.700 -0.7304 -0.4474 -0.3017 -0.2589
H -2.792 3.721 4.583 0.4441 -1.7065 -0.3970 0.2962
H 16.804 1.422 -2.352 -0.2939 0.2379 -0.0936 0.2681
O 9.497 2.184 0.863 -0.0079 0.1769 0.6202 -0.6539
H -3.476 1.943 0.724 0.2423 -0.8445 1.5528 0.0643
H 12.882 2.400 2.829 -0.2288 -0.2749 -0.1400 0.2154
H -12.426 -0.565 -5.608 0.0611 0.1498 0.1082 0.3141
C -10.496 1.047 0.163 1.2591 -2.1422 2.0580 -0.1300
C -14.041 0.712 -6.289 -0.2287 0.0986 0.2288 -0.9911
C -1.445 3.731 2.417 1.0041 0.7194 0.2536 -0.9166
H 1.632 -2.727 -1.790 0.1911 -0.3202 0.1394 0.1460
H -9.771 2.271 -3.854 -0.0715 0.0278 0.0407 0.2503
C 16.398 1.195 -0.263 -0.1360 0.0724 0.2957 -0.9679
H 15.587 0.470 -0.365 0.1102 0.0271 -0.0525 0.2597
H -5.748 -5.083 3.092 -0.3972 0.5365 -0.7526 0.2932
H -7.786 -2.681 1.560 0.7387 1.3485 -0.3502 0.3209
H 2.842 -2.742 -3.995 -0.0686 0.0735 0.0860 0.2799
H -3.129 -3.596 1.398 -0.5158 -0.1486 1.4981 0.1290
O -11.854 1.432 -5.488 0.3022 0.3546 0.6319 -0.2612
C -2.028 1.327 2.425 1.4455 -3.0088 -0.7502 -0.3745
C -2.323 2.669 4.485 0.6880 0.1157 1.4068 -0.3982
C -6.901 5.407 -4.893 0.0426 -0.1034 -0.1413 -0.9554
O -5.240 -3.068 5.342 -1.9811 2.8748 -1.6613 -0.7615
H -10.746 3.080 -2.593 -0.0639 -0.0852 -0.0728 0.4206
H 17.284 2.819 -1.395 -0.1799 0.0822 -0.0108 0.3185
O 15.736 4.928 -0.960 -0.2715 -0.5882 0.3139 -0.6523
C -1.704 -0.872 -1.997 -0.1392 2.1607 0.7967 0.8347
H 11.775 3.222 1.736 -0.0764 -0.1614 0.0274 0.2935
O 9.819 -2.695 1.324 -0.0167 -1.0230 -0.1314 -0.6145
O -7.662 -2.242 4.834 2.1606 1.0202 -0.6643 -0.5323
H 8.057 -3.439 -1.631 -0.0218 0.0368 0.1024 0.3808
H 7.394 -2.423 -0.322 0.0616 -0.1703 0.0699 0.3313
H -12.125 0.264 -7.131 0.2184 0.2117 0.2245 0.2678
B -5.071 -3.302 2.658 -0.2238 -1.7124 0.0442 0.6261
S -12.040 1.616 -3.891 0.4013 0.3195 -0.1160 1.2078
H 13.829 4.746 -2.977 0.0105 -0.0490 0.0912 0.3410
C -11.444 0.929 1.401 2.3341 -1.9263 0.1874 -0.5457
B -4.008 -0.240 1.435 -0.6739 -0.6219 -0.9285 0.4411
C 11.391 -6.105 0.454 -0.2345 -0.1198 0.2105 -0.9806
H 11.480 3.111 4.794 0.0741 0.0362 -0.0828 0.2796
C -6.264 1.630 -2.123 -0.1388 0.2340 0.1473 -0.2895
H -3.129 0.665 -1.152 1.2549 -1.2831 0.0979 -0.2923
H -7.709 -3.141 4.413 0.3316 0.8741 0.4884 0.3882
F -2.674 -1.382 -2.899 2.5999 0.3918 1.8403 -0.2535
C -8.883 -0.782 1.203 -2.1316 1.0796 -0.0594 -0.0352
H 16.177 1.804 0.617 0.0419 -0.0466 -0.0793 0.2799
S 9.273 -3.639 0.380 -0.3605 -0.0783 -0.8190 1.2046
C 3.130 -2.081 -3.174 0.3285 0.0024 -0.1348 -1.0468
O -6.145 -4.305 2.639 1.6080 1.5440 0.9450 -0.8410
H 5.710 -6.307 -0.803 -0.0144 0.1849 -0.0066 0.3485
S -6.442 4.634 -3.367 0.0891 -0.6024 -0.2462 1.2139
H -2.338 -1.645 0.859 -1.2454 0.5743 -1.2158 0.1090
H 12.021 -4.051 0.745 -0.1746 0.0525 -0.0473 0.3110
P -6.815 0.768 2.783 0.2679 0.6706 -0.5641 0.1149
H -2.426 4.309 2.290 1.1186 -0.9164 -0.1193 0.3027
C 2.722 -2.677 -1.839 -0.3766 1.1121 -0.3015 -0.1378
O -11.715 0.378 -3.234 -0.5438 0.4381 -0.3727 -0.6210
H -10.685 1.780 -0.701 0.0028 -1.2218 1.7349 0.0987
C 8.307 -2.762 -0.814 0.2212 0.0456 -0.0682 -1.1145
O 3.208 -4.013 -1.685 0.9746 -0.7368 0.3489 -0.3464
O 8.710 2.175 3.253 0.3229 0.1428 -0.6873 -0.6285
S -6.909 2.280 1.540 -0.3286 0.0316 0.2732 -0.3400
H -4.775 -0.079 5.344 -0.6258 -0.5166 0.0049 0.3937
H 10.698 -6.111 1.298 0.0756 0.0126 -0.0656 0.2916
C -9.190 0.195 0.033 -3.0934 -0.4400 3.8769 -0.0527
H -14.171 1.684 -6.771 0.0468 -0.1099 -0.0279 0.2550
C 16.510 2.054 -1.509 0.7864 -0.4864 0.4232 -0.3365
C 11.630 -4.694 -0.050 0.6652 -0.5395 0.4345 -0.3368
H -2.324 -2.454 3.754 -0.6162 -1.5040 -0.0783 0.0691
O -6.024 3.198 -3.979 -0.3943 1.1524 -0.3062 -0.2894
H 4.103 -6.069 -0.055 0.0309 0.0656 -0.0816 0.3228
C -9.851 -0.937 2.427 -1.3992 2.5399 -2.2658 -0.0611
H 12.148 4.492 3.891 0.0562 -0.1159 -0.0529 0.3878
H -12.389 1.577 1.519 1.7707 -1.0472 -0.5395 0.2717
C -2.379 -0.121 -0.763 -0.6402 -0.2576 0.3362 -0.2128
H 2.663 -1.105 -3.321 -0.0863 -0.1104 0.0901 0.3808
C -3.478 1.315 1.696 0.7424 1.1490 1.1115 -0.0031
S 9.516 1.627 2.192 0.1348 -0.6309 0.3432 1.2177
H -1.556 2.587 5.351 -1.3020 0.1600 -1.1926 0.3013
O 5.133 -3.490 -0.193 0.0965 0.0274 -0.7274 -0.6387
H -8.480 0.265 -0.861 -1.2358 -0.0098 1.5763 0.0954
C -6.333 -0.894 1.912 0.9979 0.1965 -1.2141 0.2997
H 12.866 5.197 -1.540 0.1377 -0.0780 0.0838 0.3717
C -3.562 -3.895 2.411 0.1165 -0.5422 1.0380 -0.2996
F -0.970 0.134 -2.741 -1.1313 -2.5509 1.0320 -0.3114
O 15.261 2.652 -1.854 -0.5839 0.7314 0.0473 -0.2768
H -10.868 3.626 -4.287 -0.0301 -0.0917 0.0584 0.4170
H -7.306 6.391 -4.658 0.0645 -0.1006 0.1300 0.3689
H -4.485 2.752 -2.646 -0.1269 0.1426 -0.0880 0.4310
```
Positions in Å, forces in eV/Å.

Output
* highest occupied orbital energy: -5.53 eV
* total charge: -1